1.
Here is C10H9I in the gas phase from OMol25. Energies are from ωB97M-V/def2-TZVPD.

XYZ file:
```
20
Properties=species:S:1:pos:R:3:forces:R:3
C 1.28190 1.89037 -1.31885 -0.5 0.5 4.3
C 1.34501 0.79292 -0.26131 -0.2 -3.1 -0.8
I 3.33710 -0.37189 -0.31712 -1.0 0.7 0.0
C 1.15639 1.37318 1.06944 2.5 3.2 2.2
C 0.10645 0.92044 1.71653 -1.9 -1.7 -0.2
C -0.55512 -0.16908 0.92367 -0.5 0.7 0.7
C -1.73730 -0.85300 1.19462 1.6 -0.2 -1.4
C -2.09394 -1.85191 0.28236 0.2 -0.4 -0.2
C -1.29535 -2.18068 -0.80785 0.2 0.2 -1.2
C -0.17182 -1.29777 -1.16691 -2.1 -3.6 -0.7
C 0.14525 -0.37024 -0.27258 2.5 3.7 1.3
H 0.24835 2.16129 -0.94797 0.8 1.1 -1.2
H 1.24016 1.57637 -2.29851 0.3 -0.6 -2.1
H 2.09420 2.62314 -0.99383 -1.4 -0.6 -1.1
H 1.82179 2.28496 1.53169 -1.6 -2.5 -1.6
H -0.37397 1.20615 2.64336 0.5 0.3 0.1
H -2.31360 -0.71033 2.06328 -0.6 0.4 0.9
H -3.01322 -2.39256 0.46141 0.1 -0.3 0.0
H -1.59700 -3.11094 -1.42540 0.7 1.9 0.8
H 0.37473 -1.52044 -2.07602 0.1 0.2 0.1
```
Positions in Å, forces in eV/Å.

Output
**E_HOMO**: -8.5994 eV
**Kohn-Sham gap**: 8.54 eV
**Energy relative to the best compared isomer or geometry (same formula, charge and spin)**: 0.0 kcal per mole
**Max |F|**: 4.6 eV/A
**Total energy**: -18614.922 eV


2.
Here is C10H9IO2 in the gas phase from OMol25. Energies are from ωB97M-V/def2-TZVPD.

XYZ file:
```
22
Properties=species:S:1:pos:R:3:forces:R:3
C -3.47225 0.37297 1.22276 3.5 1.4 -0.9
C -2.63638 0.34521 -0.04414 -0.5 0.8 0.6
O -2.75440 1.00933 -1.02530 -0.5 0.2 -0.3
O -1.64653 -0.54330 0.12256 0.5 -0.8 1.0
C -0.64414 -0.53815 -0.78748 1.4 2.8 -2.7
I -1.31148 -1.59675 -2.58656 0.4 0.0 0.4
C -0.02580 1.14318 -1.17323 -1.5 -0.4 -1.0
C 1.15740 0.63958 -0.43635 0.2 -2.9 0.1
C 2.42439 0.93105 -0.04657 2.2 3.3 1.6
C 3.20728 0.00190 0.65592 -0.4 -1.5 -0.9
C 2.82465 -1.34957 0.66036 0.4 0.7 1.0
C 1.59831 -1.70231 0.14901 -1.7 -2.5 -0.8
C 0.75580 -0.72638 -0.25637 -0.4 2.5 -1.0
H -3.97649 -0.52039 1.10371 -1.7 -1.7 0.9
H -3.95807 1.30219 1.19893 -1.5 0.8 0.0
H -2.70616 0.44930 2.02190 -0.8 -0.7 -0.1
H -0.58874 1.96410 -0.64605 0.5 -0.9 -0.7
H 0.09223 1.42584 -2.33437 -0.3 -1.0 2.7
H 2.88959 1.98812 -0.01042 -1.1 -1.6 -0.6
H 4.18219 0.25410 1.04936 -0.1 0.3 0.1
H 3.36211 -2.09911 1.22796 0.5 0.1 -0.4
H 1.22650 -2.75090 -0.06563 0.8 1.0 0.9
```
Positions in Å, forces in eV/Å.

Output
**E_HOMO**: -9.0880 eV
**Kohn-Sham gap**: 9.42 eV
**Energy relative to the best compared isomer or geometry (same formula, charge and spin)**: 10.8 kcal per mole
**Max |F|**: 4.3 eV/A
**Total energy**: -22709.077 eV


3.
Here is 2 unconnected molecules or ions with the total composition C10H9N2O2 from OMol25. Energies are from ωB97M-V/def2-TZVPD.

XYZ file:
```
23
Properties=species:S:1:pos:R:3:forces:R:3
C 3.32525 -0.25215 0.74031 0.3 0.0 -0.1
C 3.28652 -0.42341 -0.60822 0.4 0.0 -0.2
C 1.23833 -0.22441 0.23005 0.2 -0.1 0.0
C -2.98888 -0.35494 0.38854 -0.2 0.0 -0.2
C -2.22353 -0.15361 1.57226 0.1 0.0 0.7
C -2.40714 -0.54543 -0.80443 -0.1 0.1 -0.4
C -0.86191 -0.07410 1.47836 -0.1 -0.1 -0.1
C -0.25525 2.24440 -0.37894 -0.1 0.1 0.3
C -0.92010 -0.60924 -0.99314 0.2 -0.1 0.0
C -0.17710 -0.17570 0.25874 -0.6 0.2 -0.5
N 2.07800 -0.12849 1.26054 -0.3 0.0 0.2
N 1.94429 -0.42103 -0.93559 -0.1 0.0 0.3
O -0.48796 2.75154 0.64079 -0.2 0.3 0.7
O -0.01834 2.11226 -1.51229 0.3 -0.1 -0.9
H 4.18994 -0.21919 1.38071 0.2 0.0 0.0
H 4.05687 -0.54770 -1.34889 0.0 0.0 0.0
H -4.07338 -0.33994 0.46135 0.0 0.0 -0.1
H -2.73049 -0.03909 2.52105 0.1 0.1 0.1
H -3.00529 -0.69162 -1.69826 -0.1 0.0 0.0
H -0.25634 0.11836 2.35350 0.0 0.0 0.1
H -0.62293 -1.63490 -1.29526 0.0 -0.1 -0.1
H -0.64265 0.03058 -1.85171 0.0 -0.2 0.1
H 1.55206 -0.42221 -1.85945 -0.1 0.0 0.1
```
Positions in Å, forces in eV/Å.

Output
**E_HOMO**: -1.8803 eV
**Kohn-Sham gap**: 5.50 eV
**Total charge**: -1
**Energy relative to the best compared isomer or geometry (same formula, charge and spin)**: 0.0 kcal per mole
**Max |F|**: 1.0 eV/A
**Total energy**: -17591.922 eV


4.
Here is a molecular structure, C10H9N2O5PbSe from OMol25. Energies are from ωB97M-V/def2-TZVPD.

XYZ file:
```
28
Properties=species:S:1:pos:R:3:forces:R:3
O -0.63399 -3.23716 3.83515 -1.3 -1.1 -6.0
C -0.87887 -3.44380 2.69873 1.3 1.2 5.9
Pb -0.13977 0.20322 -0.64148 0.1 0.2 0.3
O 0.70961 0.85642 3.23151 -0.3 -0.4 -2.5
C 0.55562 0.71293 2.11821 0.2 0.4 2.2
C -0.45774 -1.08632 -4.26006 -1.1 -5.9 -3.5
O -0.64260 -2.06193 -4.90423 1.1 5.9 3.8
C -2.77566 0.79560 0.29698 -4.3 -0.3 1.3
O -3.86307 0.67524 0.65398 4.3 0.5 -1.4
C 2.26958 -1.16732 -0.50096 2.9 -5.0 -1.2
O 2.90292 -2.11874 -0.71900 -3.0 4.9 1.2
H -0.89294 -1.07722 0.27719 0.2 -0.4 -0.3
C 3.40582 2.92552 -0.16788 2.0 -1.4 -0.3
N 2.21655 3.70291 -0.03850 -0.4 0.4 1.6
C 2.08991 4.66094 0.93293 0.8 -0.2 -0.9
C 0.90313 5.27493 0.72031 -2.2 -1.6 -1.8
N 0.25118 4.58580 -0.29306 1.4 0.0 0.3
C -1.00077 4.87976 -0.91404 -1.5 0.4 -0.9
C 1.04247 3.58717 -0.75198 1.7 0.6 0.8
Se 0.81828 2.36640 -2.11627 -0.4 -0.2 0.4
H 4.33766 3.41971 0.18362 -1.0 0.1 -0.2
H 3.55071 2.61675 -1.18441 0.2 0.5 -0.8
H 3.40735 1.94420 0.30977 -0.6 0.2 0.7
H 2.84832 4.94763 1.65738 0.1 -0.3 -0.3
H 0.35704 6.02083 1.20510 -0.3 1.3 0.8
H -1.81325 4.55918 -0.26581 -0.1 0.2 -0.1
H -1.08366 5.93545 -1.15388 0.0 0.2 0.4
H -1.07812 4.39894 -1.90469 0.1 -0.1 0.7
```
Positions in Å, forces in eV/Å.

Output
**E_HOMO**: -20.3496 eV
**Kohn-Sham gap**: 5.84 eV
**Total charge**: +3
**Energy relative to the best compared isomer or geometry (same formula, charge and spin)**: 6.8 kcal per mole
**Max |F|**: 7.1 eV/A
**Total energy**: -94292.101 eV


5.
Here is a molecular structure, C10H9N2O5SeSm from OMol25. Energies are from ωB97M-V/def2-TZVPD.

XYZ file:
```
28
Properties=species:S:1:pos:R:3:forces:R:3
O -3.51170 -0.29971 -2.01678 3.5 1.1 0.6
C -2.44101 0.05622 -1.80996 -3.3 -0.9 -0.6
Sm 0.58842 0.73792 -0.73350 0.4 0.3 -1.6
O -1.62010 0.82524 2.09428 3.2 0.2 -3.9
C -0.90133 0.89473 1.18618 -4.7 0.4 5.3
C 1.62866 -0.35637 1.15301 1.7 -2.2 4.9
O 1.96268 -0.95156 2.08809 -1.1 2.1 -3.6
C 1.45565 -1.61962 -0.93508 2.2 -1.2 0.1
O 2.09648 -2.60885 -0.94383 -1.8 2.4 -0.4
C -0.53857 -1.44534 -0.07545 -2.4 -4.4 3.0
O -0.91033 -2.37117 0.53230 1.6 3.6 -2.6
H 1.34498 -0.76172 -1.83649 0.7 -1.6 -1.3
C -0.96782 4.36380 -2.10392 -0.1 0.2 -0.8
N -0.68529 4.41354 -0.68724 0.6 -0.2 0.8
C -1.48132 5.02468 0.27430 0.1 -0.2 -0.6
C -0.88332 4.82720 1.46437 0.2 -0.1 0.7
N 0.26865 4.10380 1.23949 0.0 -0.2 -0.9
C 1.17845 3.66010 2.27368 0.4 0.0 0.7
C 0.42679 3.86715 -0.09865 -1.5 0.9 0.8
Se 1.95957 3.21341 -0.94697 0.2 -0.3 -0.2
H -0.02973 4.35701 -2.65869 -0.1 0.1 0.1
H -1.55171 5.24093 -2.39610 0.1 -0.2 0.1
H -1.53383 3.46755 -2.38736 0.0 0.1 0.2
H -2.38534 5.56285 0.01610 0.2 -0.2 0.0
H -1.15925 5.13632 2.47456 0.1 -0.1 -0.5
H 1.46802 4.50517 2.90703 -0.1 -0.2 -0.2
H 0.70595 2.90084 2.90664 0.0 0.2 -0.1
H 2.07283 3.23492 1.81923 -0.1 0.2 0.0
```
Positions in Å, forces in eV/Å.

Output
**E_HOMO (alpha / beta)**: -15.6126 / -15.5925 eV
**Kohn-Sham gap (alpha / beta)**: 6.38 / 6.48 eV
**Total charge**: +2
**Spin multiplicity**: 6
**Max |F|**: 7.1 eV/A
**Total energy**: -106963.935 eV


6.
Here is C10H9N3O in the gas phase from OMol25. Energies are from ωB97M-V/def2-TZVPD.

XYZ file:
```
23
Properties=species:S:1:pos:R:3:forces:R:3
N -1.44735 -1.51587 -2.52788 0.5 1.3 -0.4
C -1.18560 -0.43693 -2.86022 0.0 -0.4 0.4
C -1.07173 0.99229 -3.30599 -0.7 -0.8 0.4
C -0.43373 1.95962 -2.28196 0.3 -0.8 1.3
N -0.91478 1.75163 -0.91144 -0.7 0.6 -1.0
C -0.48792 0.89080 0.01755 0.8 1.0 -0.1
N -0.86808 0.89729 1.24562 -0.4 -1.2 0.1
C -0.13950 -0.17951 1.77836 0.5 0.1 0.5
C -0.11359 -0.71009 3.08386 0.9 -0.3 0.0
C 0.86953 -1.67323 3.38800 0.0 0.2 -0.7
C 1.80624 -2.10625 2.44671 -0.9 1.5 -1.1
C 1.73893 -1.57920 1.14153 -0.8 1.0 -0.2
C 0.77336 -0.62243 0.79324 0.0 -1.3 2.8
O 0.53927 0.09787 -0.35166 0.2 -0.7 0.2
H -0.52048 1.00756 -4.25042 -0.3 0.1 0.0
H -2.15765 1.18248 -3.44054 0.7 0.6 -0.3
H -0.60609 3.01727 -2.45190 -0.3 -0.1 -0.7
H 0.66048 1.85485 -2.27738 -0.3 -0.2 0.0
H -1.81679 2.11069 -0.65792 -0.1 0.4 -0.2
H -0.68868 -0.33968 3.93363 -0.3 0.1 -0.7
H 0.97306 -2.09066 4.37232 -0.3 0.1 0.4
H 2.64878 -2.70334 2.72191 0.1 -0.5 0.1
H 2.44230 -1.80517 0.39457 1.0 -0.6 -0.7
```
Positions in Å, forces in eV/Å.

Output
**E_HOMO**: -8.0666 eV
**Kohn-Sham gap**: 8.56 eV
**Energy relative to the best compared isomer or geometry (same formula, charge and spin)**: 10.4 kcal per mole
**Max |F|**: 3.1 eV/A
**Total energy**: -17033.117 eV


7.
Here is 2 unconnected molecules or ions with the total composition C10H9N3O2 from OMol25. Energies are from ωB97M-V/def2-TZVPD.

XYZ file:
```
24
Properties=species:S:1:pos:R:3:forces:R:3
C 1.93308 -1.45838 0.61082 -0.4 -0.2 1.2
C 2.06729 -1.92425 -0.69439 -0.7 1.5 1.9
C 1.11442 -0.35273 0.95699 2.2 -3.1 1.6
C 1.40879 -1.23693 -1.69310 0.7 -0.9 -2.4
C 0.52059 0.22250 -0.06513 -3.9 3.8 -1.4
C 0.60191 -0.23052 -1.33069 0.2 0.8 -0.1
C -1.42464 2.04817 -0.62897 -0.9 -1.3 -1.0
C -0.66715 1.26240 0.43612 1.6 0.2 -0.4
C 3.59605 1.45046 0.62613 -0.1 0.0 0.2
C -3.69490 -0.51256 0.13345 -0.9 -3.2 2.4
N -2.60602 1.44278 -0.76089 1.2 1.0 -1.0
N -1.60941 0.29018 0.92795 -0.9 0.8 -0.4
N -2.66255 0.41536 0.08968 2.6 1.5 0.8
O 3.94397 1.02586 -0.38681 0.2 -0.2 -0.5
O 3.24934 1.87872 1.64285 -0.1 0.2 0.3
H 2.33523 -2.02380 1.44589 0.3 -0.1 -0.2
H 2.57127 -2.81788 -0.85473 1.1 -1.3 -0.5
H 0.79707 -0.14438 1.98337 0.6 0.1 -0.3
H 1.60533 -1.51995 -2.74564 -0.5 0.1 0.6
H -1.05066 2.74947 -1.48643 -0.9 -1.2 2.2
H -0.14620 1.91287 1.21964 -0.9 -0.9 -0.8
H -3.97816 -0.93650 -0.80870 0.2 0.0 -0.8
H -3.28195 -1.42540 0.81070 -1.2 2.3 -1.6
H -4.62268 -0.11551 0.57187 0.3 0.0 0.1
```
Positions in Å, forces in eV/Å.

Output
**E_HOMO (alpha / beta)**: -7.0296 / -9.2146 eV
**Kohn-Sham gap (alpha / beta)**: 6.39 / 9.29 eV
**Energy relative to the best compared isomer or geometry (same formula, charge and spin)**: 119.8 kcal per mole
**Max |F|**: 5.6 eV/A
**Total energy**: -19075.628 eV


8.
Here is 2 unconnected molecules or ions with the total composition C10H9N3O2 from OMol25. Energies are from ωB97M-V/def2-TZVPD.

XYZ file:
```
24
Properties=species:S:1:pos:R:3:forces:R:3
C 1.80000 -0.93366 0.86699 2.4 2.5 -1.5
C 1.47366 0.66672 -0.85234 -3.1 2.3 -2.7
C 3.19116 -0.60124 0.78286 -2.1 -0.5 -0.2
C 2.82676 0.90953 -0.83262 0.8 2.9 -3.0
C 1.00919 -0.18575 0.03913 -0.6 -1.9 1.6
C -2.03394 1.44477 -0.95821 -0.3 1.0 -2.0
C -1.54734 0.18188 -1.19510 -1.4 0.5 2.8
C -2.35747 1.81797 0.40880 0.5 -0.4 -0.2
C -1.92377 -0.29135 1.26760 0.8 -3.7 -1.0
C -1.43282 -0.73487 -0.09395 2.3 2.2 0.2
N 3.64476 0.29798 -0.04851 1.5 0.0 0.4
N -2.21662 1.03928 1.39667 -0.8 1.3 1.4
N -0.70797 -1.98194 -0.19335 -2.1 -0.3 -2.1
O -0.58970 -2.59424 0.86111 0.6 -0.4 -0.8
O -0.47020 -2.38153 -1.36663 0.2 0.2 2.4
H 1.48168 -1.66253 1.48570 -1.1 -2.3 2.0
H 0.61321 1.12897 -1.54985 2.6 -0.5 1.3
H 3.97183 -1.08712 1.29846 0.3 -0.9 1.1
H 3.32050 1.68272 -1.55647 -1.2 -1.4 1.3
H -2.14645 2.24319 -1.83442 0.3 -2.0 2.1
H -1.19172 -0.09081 -2.10688 0.8 -0.9 -2.5
H -2.67700 2.78570 0.71595 -0.2 1.0 -0.5
H -2.81730 -0.92988 1.46152 0.0 0.5 0.1
H -1.22045 -0.72380 2.00355 -0.3 0.7 0.0
```
Positions in Å, forces in eV/Å.

Output
**E_HOMO (alpha / beta)**: -8.6010 / -8.8937 eV
**Kohn-Sham gap (alpha / beta)**: 7.52 / 7.15 eV
**Energy relative to the best compared isomer or geometry (same formula, charge and spin)**: 182.9 kcal per mole
**Max |F|**: 4.7 eV/A
**Total energy**: -19072.893 eV


9.
Here is C10H9NO in the gas phase from OMol25. Energies are from ωB97M-V/def2-TZVPD.

XYZ file:
```
21
Properties=species:S:1:pos:R:3:forces:R:3
O -3.49762 -0.73579 0.83688 -0.8 1.0 0.3
N -3.18408 -0.29942 -0.48478 2.9 0.6 0.5
C -1.76887 0.16110 -0.28274 -0.3 -2.4 -0.7
C -1.34353 1.43872 -0.04239 -0.7 4.6 -1.0
C 0.00681 1.78630 -0.01488 -0.9 0.0 0.1
C 1.04525 0.84311 -0.02635 -2.1 -2.4 0.6
C 2.35467 1.08154 0.23524 4.3 2.3 -1.5
C 3.36817 0.06512 0.20771 -1.0 2.9 0.8
C 2.95346 -1.24640 0.14090 -0.4 -1.7 -2.8
C 1.58594 -1.52813 -0.24027 2.8 0.2 1.8
C 0.63111 -0.52075 -0.16575 -1.2 0.5 -0.2
C -0.77653 -0.78943 -0.27722 0.8 1.5 0.0
H -3.74852 -1.63618 0.71046 -0.4 -1.0 -0.1
H -3.76468 0.49407 -0.75781 -0.1 0.0 0.7
H -2.16024 2.29135 -0.07122 1.9 -1.6 0.2
H 0.39636 2.78009 -0.01144 -0.6 0.9 0.3
H 2.67463 2.20833 0.11134 -0.4 -2.3 0.7
H 4.44163 0.39467 0.22842 -1.2 -0.6 0.2
H 3.80302 -1.98644 -0.04392 -1.6 0.6 0.6
H 1.32298 -2.53608 -0.48402 -0.3 -0.4 0.0
H -1.03464 -1.77466 -0.18886 -0.8 -2.6 -0.4
```
Positions in Å, forces in eV/Å.

Output
**E_HOMO**: -7.9118 eV
**Kohn-Sham gap**: 8.06 eV
**Energy relative to the best compared isomer or geometry (same formula, charge and spin)**: 73.8 kcal per mole
**Max |F|**: 5.1 eV/A
**Total energy**: -14050.499 eV


10.
Here is C10H9NO in the gas phase from OMol25. Energies are from ωB97M-V/def2-TZVPD.

XYZ file:
```
21
Properties=species:S:1:pos:R:3:forces:R:3
O 1.17557 -2.37323 1.21987 0.3 0.0 0.3
C 0.22779 -1.73650 0.89008 -2.6 -1.4 -0.1
C 0.13346 -0.23308 0.70158 0.7 0.9 2.1
C -1.29725 0.21737 0.85064 0.5 -0.5 0.2
C -2.16346 0.01521 -0.11338 -0.5 0.6 0.2
C -1.79857 -0.42527 -1.44131 -0.2 -0.1 -0.4
C -0.49200 -0.51463 -1.75638 -0.2 -0.8 -0.8
C 0.61762 -0.23171 -0.73649 0.6 1.5 -2.2
C 1.16515 1.15420 -1.06428 -0.8 -1.4 2.6
N 1.71559 1.84964 -0.18289 1.2 1.0 -1.6
C 1.97998 1.37443 1.09473 -1.9 -0.1 0.4
C 1.05361 0.60423 1.68125 0.4 -1.8 -1.0
H -0.80541 -2.26198 0.51649 1.9 0.8 0.8
H -1.75942 0.62267 1.74031 0.9 0.0 0.5
H -3.13700 0.36464 0.18162 -0.7 -0.3 -0.8
H -2.69498 -0.59120 -2.07121 1.2 -0.1 -0.3
H -0.17098 -0.78221 -2.79767 -0.3 0.3 1.1
H 1.56707 -0.78667 -0.97578 -1.2 -0.6 0.8
H 0.91452 1.45355 -2.01140 -0.2 1.5 -2.3
H 2.77645 1.92465 1.52304 0.6 0.1 0.9
H 0.99227 0.35588 2.75119 0.2 0.1 -0.6
```
Positions in Å, forces in eV/Å.

Output
**E_HOMO**: -8.6374 eV
**Kohn-Sham gap**: 9.03 eV
**Energy relative to the best compared isomer or geometry (same formula, charge and spin)**: 87.9 kcal per mole
**Max |F|**: 3.0 eV/A
**Total energy**: -14049.888 eV